# 1
16
Properties=species:S:1:pos:R:3:nbo_charge:R:1 method="wB97M-V/def2-TZVPD" gap_ev=8.16 e_homo_ev=-8.23 e_above_lowest_kcal_mol=26.0 total_charge=0
C 1.455 1.869 -0.007 -0.65
C 0.000 1.648 0.062 -0.75
N -2.411 -0.146 -0.588 -1.06
N 0.578 -0.932 0.095 -1.24
P -2.321 -1.213 0.496 0.73
P 0.236 -2.636 0.066 0.49
P -0.242 0.177 -1.010 1.13
H 2.036 0.874 0.182 0.23
H 1.881 2.281 -0.972 0.22
H 1.935 2.549 0.770 0.23
H -0.650 2.421 -0.107 0.24
H -0.190 1.313 1.079 0.21
H 0.248 -0.665 1.064 0.39
H -3.735 -1.558 0.444 -0.09
H 1.478 -3.183 -0.287 -0.05
H -0.300 -2.800 -1.287 -0.03

# 2
8
Properties=species:S:1:pos:R:3:nbo_charge:R:1 method="wB97M-V/def2-TZVPD" gap_ev="10.17 / 10.16" e_homo_ev="-16.19 / -16.19" e_above_lowest_kcal_mol=100.8 total_charge=+1
C 0.460 -0.442 0.074 0.42
N 0.613 0.167 1.145 -0.62
N -0.952 0.489 -1.113 -0.67
H 0.633 -1.452 -0.116 0.22
H 1.079 -0.159 1.960 0.45
H 0.345 1.167 1.265 0.46
H -1.465 -0.401 -1.119 0.36
H -0.712 0.631 -2.096 0.38

# 3
10
Properties=species:S:1:pos:R:3:nbo_charge:R:1 method="wB97M-V/def2-TZVPD" gap_ev="7.24 / 7.64" e_homo_ev="-9.06 / -9.02" e_above_lowest_kcal_mol=88.0 total_charge=0
C -0.310 0.748 0.805 0.21
C 0.295 -0.083 -0.055 -0.34
C -0.429 2.110 -1.953 0.55
O 0.023 1.866 1.129 -0.56
F 0.724 2.306 -2.584 -0.34
F -1.411 2.046 -2.867 -0.33
I -0.616 3.600 -0.410 0.31
H -1.370 0.410 1.070 0.10
H 1.304 0.146 -0.345 0.19
H -0.141 -0.965 -0.505 0.21

# 4
14
Properties=species:S:1:pos:R:3:nbo_charge:R:1 method="wB97M-V/def2-TZVPD" gap_ev="6.95 / 6.89" multiplicity=3 s2=2.007 e_homo_ev="-6.17 / -9.32" e_above_lowest_kcal_mol=98.0 total_charge=0
C -0.366 1.615 -1.381 0.05
C 0.332 -0.652 1.639 -0.67
C 0.628 -1.457 -0.717 -0.41
C -0.144 -1.188 0.338 -0.16
N -0.921 1.837 -0.096 -0.36
N 0.515 2.143 -0.656 -0.15
Cl -0.808 1.178 -2.919 0.10
H -0.549 -0.572 2.452 0.22
H 0.825 0.272 1.440 0.23
H 1.224 -1.284 2.076 0.22
H 0.305 -1.706 -1.623 0.18
H 1.616 -1.617 -0.734 0.18
H -1.372 2.675 -0.017 0.37
H -1.287 -1.244 0.200 0.20

# 5
62
Properties=species:S:1:pos:R:3:nbo_charge:R:1 method="wB97M-V/def2-TZVPD" gap_ev=5.62 e_homo_ev=-3.76 total_charge=-1
Na 0.741 0.121 -0.398 0.84
C 3.619 -0.334 1.044 -0.40
N 2.221 -0.674 1.243 -0.47
C 1.822 -0.203 2.576 -0.20
C 0.336 -0.220 2.873 -0.25
N -0.374 0.753 2.058 -0.71
C -1.662 0.912 2.397 0.09
C -2.383 2.061 1.957 0.28
F -1.735 3.002 1.225 -0.35
C -3.688 2.356 2.273 0.26
F -4.242 3.497 1.817 -0.31
C -4.434 1.519 3.085 0.18
F -5.724 1.788 3.381 -0.31
C -3.805 0.381 3.544 0.28
F -4.492 -0.485 4.311 -0.31
C -2.494 0.090 3.214 0.22
F -2.041 -1.096 3.699 -0.33
C 2.052 -2.133 1.055 -0.22
C 0.702 -2.663 0.554 -0.24
N 0.397 -2.106 -0.754 -0.72
C -0.661 -2.571 -1.421 0.10
C -1.635 -3.537 -1.051 0.22
F -1.577 -4.130 0.169 -0.33
C -2.684 -3.931 -1.862 0.28
F -3.553 -4.853 -1.407 -0.31
C -2.863 -3.401 -3.122 0.17
F -3.890 -3.783 -3.913 -0.31
C -1.947 -2.449 -3.543 0.26
F -2.076 -1.906 -4.770 -0.32
C -0.910 -2.061 -2.730 0.29
F -0.052 -1.137 -3.245 -0.35
H 4.281 -0.838 1.770 0.16
H 3.933 -0.607 0.038 0.20
H 3.761 0.742 1.165 0.18
H 2.366 -0.789 3.339 0.15
H 2.162 0.834 2.664 0.18
H -0.025 -1.248 2.793 0.18
H 0.260 0.011 3.950 0.16
H 2.795 -2.438 0.313 0.19
H 2.313 -2.647 1.996 0.16
H 0.835 -3.755 0.535 0.17
H -0.074 -2.494 1.306 0.18
N -0.987 1.415 -1.346 -0.86
C -0.493 2.726 -1.770 -0.22
C 0.596 3.260 -0.841 -0.23
N 1.721 2.358 -0.627 -0.65
C 2.797 2.414 -1.603 -0.22
C 2.620 1.443 -2.769 -0.23
N 2.510 0.070 -2.302 -0.87
H -1.631 1.021 -2.021 0.37
H -1.487 1.505 -0.468 0.38
H -1.281 3.490 -1.813 0.17
H -0.109 2.629 -2.789 0.18
H 0.159 3.438 0.137 0.23
H 0.928 4.235 -1.230 0.16
H 2.063 2.464 0.315 0.38
H 3.728 2.157 -1.086 0.19
H 2.927 3.434 -1.999 0.16
H 3.455 1.592 -3.466 0.17
H 1.716 1.690 -3.329 0.19
H 3.383 -0.436 -2.332 0.36
H 1.814 -0.481 -2.786 0.40

# 6
6
Properties=species:S:1:pos:R:3:nbo_charge:R:1 method="wB97M-V/def2-TZVPD" gap_ev="7.55 / 7.47" e_homo_ev="-8.91 / -8.90" e_above_lowest_kcal_mol=184.9 total_charge=0
C 0.267 -0.801 0.497 -0.15
C 2.065 1.219 -0.633 -0.39
I 3.340 -0.133 0.060 0.29
H -0.228 -1.470 -0.232 0.08
H 0.597 0.003 -0.086 0.06
H 2.038 2.022 0.104 0.11

# 7
87
Properties=species:S:1:pos:R:3:lowdin_charge:R:1 method="wB97M-V/def2-TZVPD" gap_ev=7.08 e_homo_ev=-10.15 e_above_lowest_kcal_mol=5.8 total_charge=+1
Ti 0.615 -0.739 0.351 0.62
C 3.537 -1.794 -1.968 -0.52
C 2.276 -2.645 -1.914 -0.57
S 1.596 -2.714 -0.226 0.63
C -1.332 -5.128 1.306 -0.07
C -1.854 -4.731 2.457 -0.08
S 0.741 -1.716 2.478 0.61
C 2.437 -2.098 3.046 -0.58
C 3.547 -1.051 2.919 -0.50
S 4.533 -1.325 1.411 0.89
C 4.849 0.345 0.774 -0.51
C 4.733 0.429 -0.745 -0.49
S 3.159 -0.084 -1.505 0.89
H 3.955 -1.813 -2.976 0.09
H 4.273 -2.179 -1.265 0.05
H 2.517 -3.673 -2.181 0.08
H 1.528 -2.281 -2.618 0.05
H -0.297 -4.928 1.053 0.04
H -1.913 -5.682 0.577 0.06
H -1.255 -4.199 3.189 0.04
H -2.886 -4.935 2.720 0.05
H 2.721 -3.007 2.512 0.04
H 2.306 -2.368 4.094 0.07
H 4.210 -1.150 3.778 0.08
H 3.158 -0.038 2.909 0.05
H 5.859 0.649 1.053 0.08
H 4.147 1.024 1.249 0.05
H 5.514 -0.162 -1.226 0.08
H 4.892 1.464 -1.048 0.08
O 1.570 3.038 0.717 -0.23
S 1.073 1.846 1.324 0.63
O 1.922 0.625 1.106 -0.52
N -0.314 1.292 0.805 -0.17
C -1.359 2.262 0.665 -0.23
C -1.560 3.223 1.629 -0.01
C -2.511 4.251 1.503 -0.05
C -3.289 4.339 0.392 -0.03
C -3.142 3.373 -0.626 -0.14
C -3.906 3.443 -1.813 0.00
C -3.727 2.517 -2.794 -0.04
C -2.800 1.483 -2.560 -0.14
N -2.090 1.361 -1.464 0.12
C -2.203 2.314 -0.499 -0.15
C 1.120 2.061 3.076 -0.31
C 2.105 2.887 3.599 -0.04
C 2.215 3.006 4.977 -0.05
C 1.344 2.311 5.805 -0.06
C 0.353 1.499 5.266 -0.05
C 0.236 1.367 3.892 -0.10
H -0.955 3.213 2.523 0.10
H -2.600 4.978 2.300 0.12
H -4.010 5.137 0.268 0.12
H -4.619 4.251 -1.928 0.12
H -4.276 2.557 -3.725 0.11
H -2.652 0.716 -3.319 0.11
H 2.760 3.432 2.933 0.12
H 2.976 3.646 5.401 0.11
H 1.431 2.410 6.878 0.11
H -0.330 0.969 5.916 0.11
H -0.529 0.744 3.451 0.09
Br 0.936 0.818 -8.158 0.78
C 0.447 0.241 -6.431 -0.68
C 1.019 0.849 -5.323 -0.10
C 0.658 0.422 -4.058 -0.01
C -0.270 -0.605 -3.902 -0.16
C -0.840 -1.199 -5.025 -0.01
C -0.481 -0.783 -6.295 -0.11
C -0.676 -1.043 -2.545 -0.55
O -1.661 -1.820 -2.430 0.00
O -0.037 -0.595 -1.558 -0.17
H 1.736 1.648 -5.451 0.11
H 1.088 0.888 -3.183 0.09
H -1.556 -1.999 -4.896 0.12
H -0.911 -1.247 -7.171 0.11
N -3.796 -1.423 -1.204 0.16
C -3.817 -1.662 0.268 -0.13
C -2.602 -1.029 0.916 -0.19
N -1.354 -1.744 0.605 -0.08
H -4.496 -1.980 -1.687 0.16
H -2.779 -1.610 -1.669 0.07
H -3.983 -0.439 -1.402 0.13
H -3.831 -2.739 0.436 0.13
H -4.730 -1.232 0.680 0.13
H -2.737 -1.049 1.998 0.14
H -2.517 0.010 0.608 0.09
H -1.382 -2.203 -0.306 0.07
H -1.224 -2.498 1.277 0.00

# 8
78
Properties=species:S:1:pos:R:3:lowdin_charge:R:1 method="wB97M-V/def2-TZVPD" gap_ev=9.98 e_homo_ev=-10.00 total_charge=0
C -0.607 1.272 1.292 -0.08
C -1.569 2.439 1.549 -0.24
O -2.636 2.434 0.599 0.01
B -3.862 2.938 0.985 -0.48
O -4.794 2.119 1.565 0.02
C -6.186 2.449 1.404 -0.25
C -7.027 1.230 1.769 -0.07
H -0.603 1.061 0.217 0.04
H 0.400 1.532 1.633 0.05
H -0.955 0.371 1.808 0.08
H -1.032 3.398 1.479 0.12
H -1.979 2.375 2.566 0.11
H -4.147 4.098 0.804 0.12
H -6.370 2.753 0.370 0.11
H -6.423 3.292 2.057 0.09
H -8.082 1.519 1.858 0.08
H -6.690 0.814 2.721 0.07
H -6.958 0.450 1.002 0.08
C 2.760 0.615 -0.935 -2.01
Cl 2.563 2.366 -0.849 0.53
Cl 4.066 0.203 -2.041 0.53
Cl 3.145 -0.020 0.676 0.49
Cl 1.244 -0.110 -1.490 0.53
C 1.725 -0.634 5.289 -2.03
Cl 3.035 -1.530 6.070 0.52
Cl 0.198 -1.480 5.543 0.51
Cl 1.631 0.977 6.004 0.50
Cl 2.060 -0.504 3.559 0.48
C 2.466 -2.593 -5.686 -2.03
Cl 3.563 -1.539 -6.597 0.50
Cl 1.067 -3.010 -6.670 0.49
Cl 3.315 -4.071 -5.220 0.53
Cl 1.939 -1.740 -4.228 0.49
C 2.475 -3.456 -11.160 -2.05
Cl 0.862 -2.781 -11.427 0.52
Cl 2.421 -5.209 -11.383 0.53
Cl 3.605 -2.750 -12.320 0.52
Cl 3.000 -3.088 -9.518 0.47
C 6.013 1.658 5.257 -2.05
Cl 5.293 2.502 6.630 0.52
Cl 7.318 2.637 4.582 0.53
Cl 6.665 0.108 5.796 0.52
Cl 4.766 1.371 4.034 0.49
C -5.278 3.945 5.451 -2.05
Cl -5.079 4.586 7.084 0.53
Cl -3.893 4.429 4.464 0.55
Cl -5.364 2.185 5.520 0.54
Cl -6.771 4.598 4.766 0.53
C -2.919 -3.687 -5.513 -2.05
Cl -1.542 -3.660 -4.411 0.51
Cl -3.770 -2.146 -5.399 0.50
Cl -2.352 -3.920 -7.173 0.51
Cl -4.005 -5.009 -5.077 0.53
C 6.768 3.482 -1.007 -2.06
Cl 7.314 5.084 -0.500 0.53
Cl 5.552 3.643 -2.274 0.51
Cl 8.140 2.555 -1.624 0.53
Cl 6.065 2.636 0.372 0.50
C -1.764 -5.031 5.886 -2.06
Cl -0.289 -5.280 6.824 0.52
Cl -2.369 -3.394 6.175 0.49
Cl -1.411 -5.226 4.168 0.53
Cl -2.987 -6.203 6.378 0.53
C 7.097 -3.460 -8.878 -2.06
Cl 6.946 -3.790 -10.607 0.52
Cl 6.858 -1.733 -8.591 0.51
Cl 5.876 -4.383 -8.002 0.50
Cl 8.707 -3.929 -8.322 0.53
C -5.952 1.467 -4.443 -2.06
Cl -5.317 1.037 -2.851 0.52
Cl -4.799 0.932 -5.668 0.50
Cl -7.502 0.662 -4.698 0.53
Cl -6.165 3.215 -4.549 0.53
C 0.506 0.383 10.581 -2.06
Cl 1.111 -0.308 12.090 0.52
Cl 1.407 -0.279 9.217 0.50
Cl -1.207 -0.005 10.401 0.52
Cl 0.713 2.138 10.615 0.52

# 9
18
Properties=species:S:1:pos:R:3:nbo_charge:R:1 method="wB97M-V/def2-TZVPD" gap_ev=7.65 e_homo_ev=-8.47 e_above_lowest_kcal_mol=187.8 total_charge=0
C 0.316 -2.449 -0.879 -0.66
C -0.310 -1.096 -0.621 -0.25
C 0.401 0.280 -0.930 -0.38
C -0.345 1.194 0.052 -0.31
C -0.329 1.881 1.397 0.14
C -0.217 0.449 1.452 -0.36
H -0.446 -3.159 -0.671 0.22
H 0.347 -2.633 -1.964 0.22
H 1.153 -2.340 -0.138 0.23
H -1.295 -1.067 -1.092 0.19
H 0.276 0.419 -1.913 0.21
H 1.350 0.192 -0.691 0.20
H -1.319 0.931 -0.158 0.20
H -1.211 2.264 1.636 0.18
H 1.039 3.141 0.173 0.45
H 0.837 0.404 1.569 0.21
O 0.824 2.749 1.638 -0.67
S -1.072 -1.162 1.139 0.17

# 10
72
Properties=species:S:1:pos:R:3:lowdin_charge:R:1 method="wB97M-V/def2-TZVPD" gap_ev=5.16 e_homo_ev=-3.08 e_above_lowest_kcal_mol=0.0 total_charge=-1
Rb -0.495 -0.144 -0.992 0.81
C 0.861 0.100 2.507 -0.21
C 1.649 -1.155 2.136 -0.22
N 1.080 -1.844 0.996 -0.10
C 2.005 -2.663 0.246 -0.17
C 3.059 -1.806 -0.433 -0.27
C 4.396 -2.182 -0.455 -0.03
C 5.317 -1.314 -1.022 -0.07
C 4.884 -0.095 -1.508 -0.03
C 3.523 0.204 -1.451 -0.25
C 3.009 1.540 -1.953 -0.17
N 1.808 2.003 -1.303 -0.10
C 2.000 2.690 -0.035 -0.21
C 2.084 1.775 1.183 -0.22
N 0.825 1.088 1.437 -0.11
N 2.640 -0.654 -0.954 0.14
H 1.291 0.505 3.439 0.11
H -0.169 -0.195 2.728 0.12
H 1.708 -1.793 3.031 0.12
H 2.678 -0.874 1.896 0.10
H 0.233 -2.354 1.249 0.06
H 1.436 -3.203 -0.517 0.13
H 2.525 -3.424 0.852 0.12
H 4.703 -3.121 -0.014 0.11
H 6.369 -1.574 -1.050 0.10
H 5.580 0.630 -1.911 0.11
H 2.789 1.441 -3.021 0.13
H 3.839 2.264 -1.876 0.12
H 1.319 2.624 -1.948 -0.02
H 1.155 3.373 0.085 0.10
H 2.910 3.314 -0.049 0.11
H 2.406 2.378 2.050 0.12
H 2.861 1.027 1.021 0.10
H 0.104 1.776 1.625 0.11
C -2.183 4.047 -0.074 -0.12
N -1.061 4.255 -0.961 -0.12
C -0.945 3.519 -2.131 -1.04
N -1.647 2.433 -2.217 -0.02
S 0.187 4.153 -3.299 0.39
H -1.982 4.526 0.886 0.07
H -2.316 2.977 0.087 0.05
H -3.124 4.439 -0.478 0.08
H -0.732 5.199 -1.079 0.08
H -2.937 1.062 -0.841 -0.01
H -1.460 2.015 -3.124 0.01
O -1.536 -2.993 1.679 -0.55
S -2.730 -2.125 1.335 0.95
C -4.141 -3.203 1.679 -0.35
C -3.990 -4.583 1.684 -0.07
C -5.103 -5.387 1.867 -0.09
C -6.361 -4.816 2.041 -0.11
C -6.502 -3.437 2.039 -0.10
C -5.387 -2.624 1.863 -0.10
C -2.835 -1.957 -0.381 -0.52
C -3.852 -0.956 -0.923 -0.39
C -3.735 -0.917 -2.435 -0.10
C -2.987 -1.767 -3.158 -0.15
C -2.184 -2.813 -2.563 -0.17
C -2.166 -2.882 -1.192 -0.21
H -2.999 -4.998 1.553 0.11
H -4.994 -6.465 1.879 0.10
H -7.229 -5.449 2.182 0.09
H -7.479 -2.990 2.178 0.10
H -5.483 -1.544 1.873 0.10
H -4.878 -1.297 -0.673 0.12
H -4.308 -0.145 -2.938 0.10
H -2.987 -1.658 -4.239 0.09
H -1.620 -3.504 -3.174 0.07
H -1.556 -3.628 -0.689 0.10
C -3.730 0.479 -0.355 -0.12
H -4.656 1.023 -0.566 0.08
H -3.591 0.478 0.730 0.05

# 11
58
Properties=species:S:1:pos:R:3:nbo_charge:R:1 method="wB97M-V/def2-TZVPD" gap_ev="5.84 / 5.56" multiplicity=2 s2=0.758 e_homo_ev="-14.56 / -14.56" e_above_lowest_kcal_mol=0.0 total_charge=+2
Ir 0.156 0.550 0.731 1.17
C 3.132 -3.006 -4.309 -0.65
C 2.195 -2.496 -3.263 0.11
C 0.840 -2.293 -3.556 -0.20
C -0.014 -1.787 -2.612 -0.16
C 0.438 -1.456 -1.318 0.14
N -0.441 -0.861 -0.419 -0.35
C -1.786 -1.265 -0.474 0.03
C -2.079 -2.634 -0.575 -0.15
C -3.379 -3.080 -0.562 -0.20
C -4.442 -2.180 -0.447 0.09
C -5.857 -2.664 -0.384 -0.65
C -4.152 -0.820 -0.345 -0.23
C -2.849 -0.355 -0.357 0.23
N -2.620 1.043 -0.326 -0.18
C -3.486 2.018 -0.693 0.03
C -2.995 3.215 -0.243 -0.30
C -1.804 2.897 0.412 0.06
N -1.589 1.587 0.367 -0.32
C 1.806 -1.661 -1.021 0.16
C 2.653 -2.171 -1.988 -0.22
N 2.326 -1.456 0.276 -0.15
C 3.334 -2.128 0.882 0.02
C 3.456 -1.648 2.161 -0.29
C 2.462 -0.676 2.284 0.03
N 1.792 -0.565 1.142 -0.29
H 2.682 -3.831 -4.861 0.25
H 4.076 -3.338 -3.884 0.24
H 3.345 -2.214 -5.032 0.26
H 0.470 -2.514 -4.549 0.25
H -1.045 -1.585 -2.867 0.24
H -1.260 -3.339 -0.625 0.24
H -3.580 -4.141 -0.622 0.25
H -5.987 -3.574 -0.967 0.25
H -6.556 -1.911 -0.743 0.24
H -6.121 -2.897 0.651 0.26
H -4.967 -0.118 -0.233 0.24
H -4.376 1.788 -1.251 0.25
H -3.429 4.190 -0.376 0.27
H -1.091 3.540 0.894 0.25
H 3.701 -2.305 -1.757 0.24
H 3.867 -2.913 0.374 0.25
H 4.157 -1.967 2.911 0.27
H 2.197 -0.059 3.125 0.25
C 3.214 3.725 1.237 -1.14
Si 1.724 3.339 2.265 1.86
C 2.150 2.711 3.958 -1.15
C 0.533 4.761 2.349 -1.16
O 0.940 2.043 1.448 -0.94
H 3.806 4.507 1.718 0.27
H 2.935 4.084 0.244 0.25
H 3.856 2.850 1.119 0.25
H 2.534 3.543 4.553 0.27
H 2.934 1.953 3.932 0.24
H 1.280 2.313 4.485 0.25
H 1.043 5.604 2.823 0.28
H -0.348 4.539 2.953 0.25
H 0.223 5.110 1.362 0.24

# 12
53
Properties=species:S:1:pos:R:3:nbo_charge:R:1 method="wB97M-V/def2-TZVPD" gap_ev="5.59 / 5.63" e_homo_ev="-14.91 / -14.91" total_charge=+2
V 0.403 0.156 -0.225 1.34
O -2.298 3.231 -0.546 -0.46
C -1.331 2.472 -0.493 0.61
N -1.098 1.375 0.224 -0.75
C -1.993 1.049 1.153 0.62
O -3.098 1.514 1.430 -0.45
C -1.485 -0.086 1.957 0.17
C -2.209 -0.595 3.028 -0.17
C -1.661 -1.653 3.746 -0.09
C -0.420 -2.156 3.368 -0.22
C 0.224 -1.579 2.283 -0.01
N -0.276 -0.555 1.567 -0.46
C -0.159 2.764 -1.351 0.13
C -0.125 3.884 -2.172 -0.17
C 1.015 4.101 -2.939 -0.07
C 2.068 3.195 -2.856 -0.21
C 1.937 2.106 -2.005 0.09
N 0.849 1.867 -1.249 -0.54
H -3.170 -0.165 3.284 0.29
H -2.198 -2.073 4.590 0.26
H 0.037 -2.978 3.905 0.27
H 1.193 -1.934 1.948 0.25
H -0.971 4.561 -2.198 0.28
H 1.077 4.967 -3.589 0.26
H 2.972 3.333 -3.437 0.26
H 2.729 1.371 -1.903 0.23
Cl 2.241 -1.748 -2.051 0.16
C 3.205 -0.715 -1.061 -0.01
C 2.516 0.156 -0.225 -0.31
C 3.205 1.028 0.611 -0.09
Cl 2.241 2.060 1.602 0.15
C 4.605 1.038 0.621 -0.07
Cl 5.453 2.132 1.671 0.12
C 5.310 0.156 -0.224 -0.04
Cl 7.051 0.156 -0.224 0.14
C 4.606 -0.725 -1.070 -0.10
Cl 5.453 -1.820 -2.120 0.12
C -3.088 -3.962 0.984 -0.67
C -2.662 -2.733 0.282 0.28
C -3.282 -1.947 -0.664 -0.31
C -2.362 -0.911 -0.945 0.27
N -1.242 -1.039 -0.225 -0.36
N -1.448 -2.145 0.507 -0.37
C -2.516 0.217 -1.893 -0.67
H -4.088 -4.270 0.664 0.27
H -3.115 -3.798 2.066 0.24
H -2.397 -4.785 0.775 0.26
H -4.262 -2.097 -1.094 0.27
H -0.715 -2.443 1.142 0.42
H -3.485 0.176 -2.401 0.28
H -1.733 0.187 -2.657 0.23
H -2.450 1.174 -1.366 0.25
H 0.944 -1.511 -0.225 0.09